1.
The following is a quantum chemistry calculation of a molecular structure, C13H32AlFN2, from the Open Molecules 2025 dataset.

The geometry in ORCA input format:
```
! wB97M-V def2-TZVPD RIJCOSX def2/J DEFGRID3
* xyz 0 1
Al -1.118 4.257 2.189
F -1.112 3.285 3.596
N 2.837 2.872 2.052
N 0.337 -1.514 -0.916
C 1.434 2.753 1.602
C 1.115 -2.652 -0.290
C 0.676 4.054 1.276
C 0.804 -4.072 -0.749
C 0.982 -0.205 -0.462
C -1.795 0.464 1.601
C -1.123 -1.662 -0.509
C 0.416 -0.054 -2.843
C 0.511 -1.509 -2.413
C -0.449 -4.755 -0.193
C -2.108 -0.525 -0.752
C -1.947 0.725 0.110
C 1.007 0.742 -1.666
H -1.347 -4.540 -0.770
H 2.834 3.173 3.021
H -2.694 0.045 2.057
H 0.922 2.186 2.390
H -1.473 5.803 2.498
H 0.824 -4.128 -1.840
H -1.099 1.313 -0.237
H -1.099 -1.912 0.550
H -0.960 -0.201 1.845
H 1.672 -4.645 -0.416
H 1.994 -0.453 -0.151
H 1.507 -1.905 -2.609
H 2.035 1.035 -1.867
H 0.984 -2.554 0.788
H -2.149 -0.265 -1.811
H 0.449 1.655 -1.477
H -0.315 -5.836 -0.215
H -3.080 -0.979 -0.536
H 0.964 0.107 -3.770
H 1.314 4.926 1.473
H -0.634 -4.468 0.843
H -0.230 -2.166 -2.863
H 0.467 4.078 0.195
H 2.156 -2.432 -0.522
H -2.804 1.382 -0.041
H 1.449 2.100 0.712
H -2.223 3.558 1.183
H 3.263 3.644 1.547
H 0.453 0.166 0.407
H -1.562 1.415 2.067
H -1.469 -2.537 -1.053
H -0.616 0.232 -3.031
*
```

## Properties
HOMO-LUMO gap ... 6.6 eV
Maximum force ... 0.01023 Eh/bohr
Highest occupied orbital energy ... -6.9 eV



2.
The following is a quantum chemistry calculation of a molecular structure, C13H32InN2O5S, from the Open Molecules 2025 dataset.

The geometry in ORCA input format:
```
! wB97M-V def2-TZVPD RIJCOSX def2/J DEFGRID3
* xyz -1 1
In -3.592 1.935 -0.604
S -2.378 4.180 -0.117
O 0.709 0.475 0.779
O 5.100 2.309 -3.140
O 0.128 -3.577 0.255
O -1.027 4.199 -0.703
O -3.211 5.362 -0.385
N 3.126 1.371 -2.617
N 0.844 -5.698 0.082
C -3.856 -0.469 1.472
C 1.688 1.158 -2.695
C -2.521 -0.884 2.100
C 1.799 -6.778 0.171
C -0.242 0.129 1.765
C -2.075 4.235 1.656
C -1.332 -0.712 1.137
C 3.179 3.155 -4.291
C 2.398 -3.961 0.876
C 1.030 -4.380 0.383
C 1.814 1.169 1.307
C 3.889 2.250 -3.308
C -4.001 1.066 1.391
H -5.056 2.328 -1.489
H 0.243 -0.427 2.584
H 1.244 1.823 -3.427
H -1.670 -0.191 0.240
H 2.671 2.576 -5.062
H -2.364 -0.262 2.990
H -0.676 1.052 2.180
H -5.017 1.369 1.651
H 2.225 1.797 0.515
H 3.168 -4.171 0.133
H 1.964 -7.241 -0.804
H -3.032 4.301 2.171
H 2.364 -2.891 1.061
H -0.087 -5.906 -0.243
H 2.588 0.474 1.660
H -3.919 -0.929 0.479
H 3.649 0.805 -1.968
H -1.587 3.299 1.933
H -2.586 -1.925 2.433
H 2.661 -4.478 1.801
H -0.912 -1.675 0.848
H 1.482 0.127 -2.985
H 1.457 -7.552 0.862
H -4.655 -0.884 2.097
H 3.926 3.793 -4.754
H 2.437 3.774 -3.786
H -1.428 5.084 1.873
H 2.752 -6.402 0.531
H -2.490 1.013 -1.605
H 1.222 1.346 -1.728
H 1.494 1.816 2.132
H -3.342 1.517 2.139
*
```

## Properties
HOMO-LUMO gap ... 6.8 eV
Maximum force ... 0.00813 Eh/bohr
Highest occupied orbital energy ... -4.7 eV



3.
The following is a quantum chemistry calculation of a molecular structure, C13H32N5PPdSSe in a non-equilibrium geometry, from the Open Molecules 2025 dataset.

The geometry in ORCA input format:
```
! wB97M-V def2-TZVPD RIJCOSX def2/J DEFGRID3
* xyz 2 1
Pd 0.888 -0.102 0.302
Se 1.784 -1.683 1.939
S 0.195 -1.655 -1.603
P -0.271 1.293 1.733
N 0.530 2.422 -4.968
N 1.590 1.092 -1.573
N -0.256 -4.265 -1.663
N -1.066 -3.228 0.194
N 3.676 -0.431 -0.024
C 2.052 1.926 3.238
C 2.992 -0.960 0.753
C -0.544 2.963 1.068
C -0.743 -5.588 -1.236
C -1.907 0.643 2.183
C 1.472 1.959 -3.872
C -0.424 -3.152 -0.965
C 0.724 3.695 0.587
C 0.582 1.505 3.329
C -2.775 1.583 3.030
C 0.711 1.679 -2.585
C -1.997 -5.402 -0.406
C -1.706 -4.443 0.729
H 1.134 4.326 1.373
H -0.945 -6.178 -2.124
H 0.493 4.350 -0.255
H -2.335 -6.360 -0.013
H -2.625 -4.146 1.224
H -0.103 0.975 -2.776
H -1.056 -4.904 1.472
H 0.105 3.321 -4.748
H -0.227 1.754 -5.114
H 2.155 2.982 2.987
H 2.219 2.738 -3.742
H -1.169 -2.360 0.675
H 2.350 1.702 -1.301
H -1.265 2.850 0.254
H 1.510 3.006 0.288
H -1.039 3.532 1.855
H 0.017 2.222 3.926
H 2.595 1.347 2.494
H 2.540 1.769 4.198
H 0.502 0.536 3.819
H 0.034 -6.092 -0.662
H 1.018 2.527 -5.856
H -2.794 -4.996 -1.034
H 0.276 -4.179 -2.511
H -1.708 -0.284 2.723
H -2.424 0.373 1.260
H 1.966 1.063 -4.238
H -3.726 1.097 3.250
H 0.276 2.597 -2.188
H 2.022 0.241 -1.914
H -2.303 1.828 3.982
H -3.001 2.513 2.506
*
```

## Properties
HOMO-LUMO gap ... 6.5 eV
Maximum force ... 0.02353 Eh/bohr
Highest occupied orbital energy ... -13.4 eV



4.
The following is a quantum chemistry calculation of a molecular structure, C13H32O8P3SZr in a non-equilibrium geometry, from the Open Molecules 2025 dataset.

The geometry in ORCA input format:
```
! wB97M-V def2-TZVPD RIJCOSX def2/J DEFGRID3
* xyz 3 1
Zr 2.382 -1.756 1.380
S 5.445 0.168 3.993
P 0.920 -1.931 -0.898
P -3.728 1.196 -1.702
P 0.724 0.323 -1.858
O -4.210 -0.279 -1.874
O -3.413 1.473 -0.205
O 6.974 0.310 3.712
O 5.174 -0.994 4.770
O 4.868 1.425 4.308
O 2.412 0.342 -1.579
O -4.413 2.229 -2.473
O 0.422 0.852 -0.301
C 4.849 -0.206 2.309
C -4.286 2.399 0.572
C 1.880 -2.736 -2.197
C -0.611 -2.862 -0.676
C 1.555 1.608 0.167
C 2.653 0.636 -0.264
C -1.438 -0.125 -2.030
C -4.458 1.845 1.964
C -5.293 -0.807 -1.016
C 4.228 1.029 1.640
C -4.719 -1.806 -0.048
C 4.093 0.909 0.110
C -2.021 1.104 -2.537
H -5.288 1.148 2.028
H 3.257 1.183 2.111
H 0.630 1.597 -2.430
H 4.803 1.912 1.901
H 2.006 -3.783 -1.920
H -4.566 2.649 2.684
H 7.485 -0.269 4.308
H -1.506 2.038 -2.326
H 1.399 1.748 1.231
H -5.980 -1.285 -1.705
H -2.178 1.044 -3.612
H -1.104 -3.057 -1.627
H 0.895 -0.290 -3.134
H 1.423 -2.663 -3.183
H -3.557 1.295 2.237
H -4.088 -2.502 -0.601
H -5.238 2.492 0.056
H 2.854 -2.252 -2.254
H 4.710 0.074 -0.242
H -4.121 -1.312 0.718
H 4.471 1.787 -0.408
H 2.358 -0.291 0.339
H -5.513 -2.374 0.428
H -5.826 0.007 -0.527
H -3.806 3.371 0.578
H -1.298 -2.357 -0.001
H 4.079 -0.958 2.609
H -1.693 -0.382 -1.004
H 5.642 -0.657 1.720
H -1.569 -0.993 -2.670
H 1.703 2.568 -0.332
H -0.372 -3.833 -0.239
*
```

## Properties
HOMO-LUMO gap ... 4.4 eV
Maximum force ... 0.05196 Eh/bohr
Highest occupied orbital energy ... -17.6 eV